Run P
{
  "formula": "C52H45Cl2O8S3Ta",
  "method": "wB97M-V/def2-TZVPD",
  "species": ["Ta", "C", "O", "C", "C", "C", "C", "C", "C", "O", "C", "O", "C", "H", "H", "H", "H", "H", "H", "H", "H", "H", "C", "C", "C", "C", "C", "C", "C", "S", "O", "C", "C", "C", "C", "C", "C", "C", "C", "C", "C", "C", "C", "C", "C", "C", "C", "C", "C", "C", "C", "S", "O", "C", "C", "C", "C", "C", "C", "C", "H", "H", "H", "H", "H", "H", "H", "H", "H", "H", "H", "H", "H", "H", "H", "H", "H", "H", "H", "H", "H", "H", "H", "H", "H", "H", "Cl", "C", "C", "C", "C", "O", "C", "C", "O", "C", "H", "H", "H", "H", "C", "S", "C", "O", "H", "H", "H", "H", "H", "H", "Cl"],
  "xyz": [[0.443, -1.306, -1.741], [3.498, -4.931, -6.684], [2.223, -5.535, -6.465], [1.458, -5.086, -5.478], [0.223, -5.759, -5.315], [-0.618, -5.375, -4.320], [-0.301, -4.299, -3.451], [-1.187, -3.903, -2.417], [-2.425, -4.681, -2.098], [-0.996, -2.870, -1.709], [0.932, -3.642, -3.631], [1.327, -2.665, -2.813], [1.805, -4.037, -4.634], [3.933, -5.459, -7.525], [4.134, -5.047, -5.806], [3.384, -3.874, -6.931], [-0.013, -6.572, -5.987], [-1.558, -5.895, -4.195], [-2.199, -5.735, -1.946], [-3.134, -4.609, -2.925], [-2.888, -4.271, -1.205], [2.750, -3.521, -4.715], [0.554, -5.178, 5.922], [0.477, -4.160, 4.821], [-0.515, -4.252, 3.837], [-0.586, -3.335, 2.809], [0.357, -2.313, 2.758], [1.358, -2.203, 3.712], [1.404, -3.126, 4.744], [0.343, -1.058, 1.530], [0.132, -1.847, 0.198], [-1.270, -0.328, 1.734], [-2.414, -0.953, 1.187], [-3.628, -0.365, 1.355], [-3.754, 0.867, 2.051], [-5.011, 1.498, 2.211], [-5.112, 2.689, 2.871], [-3.960, 3.306, 3.407], [-2.734, 2.722, 3.270], [-2.601, 1.489, 2.586], [-1.333, 0.858, 2.413], [-0.097, 1.447, 3.006], [0.235, 1.128, 4.354], [-0.597, 0.311, 5.164], [-0.234, 0.010, 6.443], [0.976, 0.504, 6.982], [1.793, 1.294, 6.228], [1.444, 1.628, 4.895], [2.274, 2.449, 4.096], [1.941, 2.752, 2.809], [0.748, 2.234, 2.260], [0.262, 2.460, 0.540], [0.830, 1.282, -0.224], [1.266, 3.848, 0.081], [2.598, 3.670, -0.270], [3.340, 4.771, -0.667], [2.772, 6.045, -0.718], [3.584, 7.243, -1.121], [1.430, 6.192, -0.367], [0.671, 5.101, 0.029], [-0.435, -5.544, 6.193], [1.031, -4.766, 6.809], [1.145, -6.037, 5.597], [-1.241, -5.054, 3.889], [-1.356, -3.415, 2.053], [2.084, -1.401, 3.655], [2.177, -3.045, 5.499], [-2.303, -1.863, 0.613], [-4.519, -0.822, 0.942], [-5.892, 1.018, 1.804], [-6.077, 3.162, 2.992], [-4.056, 4.245, 3.936], [-1.854, 3.192, 3.692], [-1.525, -0.073, 4.759], [-0.878, -0.609, 7.054], [1.249, 0.257, 7.999], [2.718, 1.681, 6.636], [3.188, 2.841, 4.525], [2.582, 3.392, 2.222], [3.036, 2.680, -0.225], [4.384, 4.646, -0.930], [4.533, 6.953, -1.569], [3.800, 7.863, -0.250], [3.039, 7.862, -1.833], [0.974, 7.173, -0.410], [-0.373, 5.223, 0.291], [-4.976, 3.198, -4.283], [-3.829, 2.190, -3.478], [-3.601, 2.358, -2.106], [-2.696, 1.565, -1.435], [-1.983, 0.580, -2.122], [-1.123, -0.187, -1.470], [-2.209, 0.416, -3.496], [-1.510, -0.600, -4.225], [-0.620, -1.330, -3.781], [-3.143, 1.222, -4.167], [-4.153, 3.120, -1.572], [-2.524, 1.689, -0.374], [-1.791, -0.746, -5.276], [-3.318, 1.077, -5.226], [3.248, 1.034, -4.195], [2.197, 1.318, -2.787], [1.308, 2.747, -3.365], [1.120, 0.210, -2.972], [2.643, 0.957, -5.095], [3.783, 0.106, -3.999], [3.956, 1.859, -4.261], [1.992, 3.595, -3.359], [0.507, 2.923, -2.649], [0.912, 2.555, -4.360], [2.647, -1.027, -0.833]],
  "total_charge": 2,
  "e_homo_ev": -12.6,
  "mol_weight_g_mol": 1146.0,
  "gap_ev": 7.38
}

***

Run Q
{
  "formula": "C52H45Cl2O8S3Ta",
  "method": "wB97M-V/def2-TZVPD",
  "species": ["Ta", "C", "O", "C", "C", "C", "C", "C", "C", "O", "C", "O", "C", "H", "H", "H", "H", "H", "H", "H", "H", "H", "C", "C", "C", "C", "C", "C", "C", "S", "O", "C", "C", "C", "C", "C", "C", "C", "C", "C", "C", "C", "C", "C", "C", "C", "C", "C", "C", "C", "C", "S", "O", "C", "C", "C", "C", "C", "C", "C", "H", "H", "H", "H", "H", "H", "H", "H", "H", "H", "H", "H", "H", "H", "H", "H", "H", "H", "H", "H", "H", "H", "H", "H", "H", "H", "Cl", "C", "C", "C", "C", "O", "C", "C", "O", "C", "H", "H", "H", "H", "C", "S", "C", "O", "H", "H", "H", "H", "H", "H", "Cl"],
  "xyz": [[-0.064, 1.701, -1.722], [6.473, 5.966, -2.322], [5.357, 5.202, -2.797], [4.520, 4.666, -1.921], [4.658, 4.771, -0.526], [3.722, 4.177, 0.280], [2.623, 3.464, -0.236], [1.734, 2.761, 0.635], [1.891, 2.804, 2.114], [0.795, 2.043, 0.183], [2.503, 3.385, -1.645], [1.491, 2.720, -2.224], [3.442, 3.960, -2.469], [6.996, 6.298, -3.212], [7.134, 5.345, -1.716], [6.131, 6.830, -1.752], [5.483, 5.310, -0.087], [3.843, 4.254, 1.351], [2.098, 3.808, 2.479], [2.721, 2.150, 2.395], [0.990, 2.414, 2.575], [3.324, 3.920, -3.543], [-7.664, -0.924, -0.321], [-6.174, -0.825, -0.170], [-5.445, -1.874, 0.387], [-4.072, -1.784, 0.543], [-3.432, -0.619, 0.147], [-4.127, 0.446, -0.415], [-5.494, 0.327, -0.574], [-1.693, -0.552, 0.429], [-1.225, 0.450, -0.670], [-1.560, 0.327, 1.956], [-2.004, 1.666, 2.032], [-1.898, 2.328, 3.213], [-1.314, 1.704, 4.347], [-1.159, 2.405, 5.565], [-0.585, 1.797, 6.645], [-0.141, 0.462, 6.558], [-0.288, -0.245, 5.399], [-0.876, 0.358, 4.260], [-1.043, -0.354, 3.030], [-0.797, -1.833, 3.039], [-1.781, -2.642, 3.690], [-3.006, -2.103, 4.168], [-3.932, -2.910, 4.765], [-3.684, -4.290, 4.927], [-2.517, -4.835, 4.479], [-1.540, -4.029, 3.846], [-0.329, -4.582, 3.367], [0.579, -3.811, 2.709], [0.333, -2.431, 2.528], [1.404, -1.409, 1.517], [2.626, -0.987, 2.261], [1.928, -2.668, 0.362], [3.237, -3.105, 0.381], [3.655, -4.032, -0.570], [2.779, -4.520, -1.531], [3.219, -5.542, -2.541], [1.457, -4.059, -1.527], [1.029, -3.137, -0.593], [-7.979, -1.955, -0.471], [-8.018, -0.326, -1.159], [-8.158, -0.555, 0.580], [-5.957, -2.778, 0.691], [-3.512, -2.608, 0.971], [-3.607, 1.338, -0.741], [-6.051, 1.141, -1.022], [-2.433, 2.147, 1.165], [-2.247, 3.350, 3.297], [-1.505, 3.429, 5.627], [-0.472, 2.338, 7.575], [0.317, -0.006, 7.419], [0.059, -1.268, 5.346], [-3.205, -1.046, 4.057], [-4.862, -2.489, 5.124], [-4.425, -4.912, 5.410], [-2.320, -5.893, 4.602], [-0.140, -5.637, 3.520], [1.490, -4.246, 2.324], [3.910, -2.730, 1.144], [4.677, -4.390, -0.553], [4.293, -5.712, -2.494], [2.963, -5.233, -3.554], [2.721, -6.496, -2.359], [0.760, -4.440, -2.264], [0.002, -2.789, -0.590], [-2.418, 0.250, -8.908], [-1.898, 0.512, -7.286], [-1.910, -0.537, -6.377], [-1.493, -0.327, -5.072], [-1.064, 0.930, -4.679], [-0.680, 1.111, -3.389], [-1.039, 1.991, -5.588], [-0.560, 3.342, -5.237], [-0.086, 3.653, -4.169], [-1.467, 1.767, -6.893], [-2.252, -1.513, -6.692], [-1.516, -1.130, -4.347], [-0.631, 4.081, -6.054], [-1.458, 2.581, -7.607], [2.865, 0.225, -3.722], [2.503, -0.574, -2.169], [3.800, 0.108, -1.154], [1.175, 0.045, -1.670], [2.825, 1.308, -3.628], [2.148, -0.137, -4.458], [3.867, -0.103, -4.003], [4.710, -0.434, -1.413], [3.543, -0.104, -0.115], [3.919, 1.172, -1.339], [-1.512, 3.436, -1.157]],
  "total_charge": 2,
  "e_homo_ev": -12.6,
  "mol_weight_g_mol": 1146.0,
  "gap_ev": 6.87
}

***

Relative energies in kcal/mol: run P 0.0; run Q 20.5

***

Run P
{
  "formula": "C21H25N3O5",
  "method": "wB97M-V/def2-TZVPD",
  "species": ["C", "C", "C", "C", "C", "O", "N", "C", "C", "C", "C", "C", "C", "C", "N", "C", "O", "C", "C", "C", "C", "O", "O", "C", "N", "C", "C", "C", "O", "H", "H", "H", "H", "H", "H", "H", "H", "H", "H", "H", "H", "H", "H", "H", "H", "H", "H", "H", "H", "H", "H", "H", "H", "H"],
  "xyz": [[-4.660, -1.340, -1.249], [-3.359, -1.640, -0.563], [-2.160, -1.628, -1.260], [-0.977, -1.863, -0.578], [0.345, -1.658, -1.283], [0.402, -1.287, -2.446], [1.416, -1.852, -0.490], [2.713, -1.288, -0.799], [2.679, 0.228, -1.074], [4.030, 0.919, -0.871], [5.145, 0.236, -1.655], [3.892, 2.382, -1.303], [2.712, 3.085, -0.637], [1.420, 2.291, -0.818], [1.617, 0.924, -0.342], [1.335, 0.601, 0.960], [2.079, -0.056, 1.670], [-0.039, 0.966, 1.429], [-1.152, 1.163, 0.542], [-2.399, 1.277, 1.031], [-2.662, 1.181, 2.451], [-3.733, 1.203, 2.993], [-1.534, 1.037, 3.259], [-0.305, 0.904, 2.745], [-0.932, -2.150, 0.719], [-2.079, -2.171, 1.391], [-3.311, -1.894, 0.811], [-4.554, -1.804, 1.651], [-4.262, -2.195, 2.979], [-5.143, -0.464, -0.808], [-4.507, -1.149, -2.309], [-5.359, -2.173, -1.149], [-2.119, -1.406, -2.319], [1.201, -2.046, 0.478], [3.364, -1.505, 0.045], [3.123, -1.772, -1.686], [2.395, 0.351, -2.125], [4.259, 0.880, 0.200], [4.889, 0.177, -2.716], [6.074, 0.802, -1.568], [5.340, -0.775, -1.298], [4.819, 2.919, -1.091], [3.758, 2.407, -2.392], [2.904, 3.193, 0.435], [2.584, 4.090, -1.045], [0.611, 2.763, -0.265], [1.134, 2.250, -1.874], [-0.983, 1.176, -0.527], [-3.263, 1.400, 0.394], [0.449, 0.718, 3.496], [-2.023, -2.394, 2.448], [-4.911, -0.768, 1.626], [-5.341, -2.437, 1.223], [-4.920, -1.810, 3.564]],
  "e_homo_ev": -9.1,
  "mol_weight_g_mol": 399.4,
  "gap_ev": 9.24
}

***

Run Q
{
  "formula": "C21H25N3O5",
  "method": "wB97M-V/def2-TZVPD",
  "species": ["C", "C", "O", "C", "O", "C", "C", "C", "C", "N", "C", "O", "C", "N", "C", "O", "C", "N", "C", "C", "C", "C", "C", "C", "C", "C", "C", "O", "C", "H", "H", "H", "H", "H", "H", "H", "H", "H", "H", "H", "H", "H", "H", "H", "H", "H", "H", "H", "H", "H", "H", "H", "H", "H"],
  "xyz": [[-3.729, -1.408, -1.971], [-2.769, -2.235, -1.127], [-2.005, -1.377, -0.276], [-2.512, -1.080, 0.921], [-3.487, -1.601, 1.396], [-1.707, -0.002, 1.624], [-0.946, -0.575, 2.824], [-0.208, 0.565, 3.521], [0.710, 1.279, 2.531], [-0.027, 1.744, 1.371], [-0.026, 3.059, 1.064], [0.483, 3.896, 1.783], [-0.637, 3.466, -0.285], [0.107, 2.868, -1.372], [-0.431, 2.039, -2.276], [-1.617, 1.790, -2.376], [0.626, 1.334, -3.144], [1.151, 0.225, -2.367], [0.588, -1.011, -2.488], [0.954, -2.050, -1.711], [1.942, -1.862, -0.700], [2.330, -2.878, 0.184], [3.269, -2.634, 1.158], [3.853, -1.372, 1.280], [3.490, -0.361, 0.422], [2.535, -0.591, -0.574], [2.133, 0.511, -1.434], [2.590, 1.647, -1.352], [-0.725, 0.692, 0.675], [-4.187, -2.033, -2.732], [-4.510, -0.989, -1.342], [-3.193, -0.589, -2.447], [-2.035, -2.748, -1.752], [-3.312, -2.960, -0.513], [-2.431, 0.731, 1.999], [-1.644, -1.061, 3.507], [-0.229, -1.322, 2.474], [0.388, 0.180, 4.349], [-0.930, 1.278, 3.922], [1.177, 2.150, 2.992], [1.492, 0.590, 2.188], [-1.686, 3.178, -0.377], [-0.563, 4.557, -0.342], [1.120, 2.924, -1.314], [1.446, 2.013, -3.386], [0.160, 0.957, -4.054], [-0.174, -1.100, -3.247], [0.502, -3.020, -1.839], [1.876, -3.853, 0.091], [3.558, -3.423, 1.837], [4.588, -1.193, 2.050], [3.922, 0.626, 0.495], [-1.275, 1.074, -0.180], [0.002, -0.047, 0.321]],
  "e_homo_ev": -8.6,
  "mol_weight_g_mol": 399.4,
  "gap_ev": 8.78
}

***

Run R
{
  "formula": "C21H25N3O5",
  "method": "wB97M-V/def2-TZVPD",
  "species": ["C", "C", "C", "C", "C", "O", "N", "C", "C", "C", "C", "C", "C", "C", "N", "C", "O", "C", "C", "C", "C", "O", "O", "C", "N", "C", "C", "C", "O", "H", "H", "H", "H", "H", "H", "H", "H", "H", "H", "H", "H", "H", "H", "H", "H", "H", "H", "H", "H", "H", "H", "H", "H", "H"],
  "xyz": [[3.754, -2.334, 0.933], [2.639, -1.969, 1.870], [1.715, -0.992, 1.533], [0.690, -0.687, 2.416], [-0.327, 0.372, 2.058], [-0.178, 1.548, 2.342], [-1.400, -0.098, 1.389], [-2.484, 0.765, 0.970], [-2.093, 1.795, -0.098], [-3.306, 2.393, -0.820], [-4.350, 2.926, 0.156], [-2.823, 3.514, -1.744], [-1.700, 3.062, -2.670], [-0.569, 2.402, -1.886], [-1.104, 1.309, -1.071], [-1.180, 0.041, -1.566], [-2.112, -0.721, -1.344], [-0.001, -0.444, -2.350], [1.357, -0.034, -2.122], [2.367, -0.604, -2.803], [2.120, -1.636, -3.794], [2.929, -2.205, -4.465], [0.776, -1.992, -3.959], [-0.204, -1.421, -3.252], [0.529, -1.294, 3.584], [1.423, -2.226, 3.914], [2.487, -2.601, 3.105], [3.460, -3.664, 3.532], [3.064, -4.206, 4.778], [3.667, -3.372, 0.606], [3.742, -1.702, 0.046], [4.729, -2.228, 1.414], [1.793, -0.466, 0.590], [-1.436, -1.069, 1.131], [-3.289, 0.131, 0.611], [-2.834, 1.325, 1.838], [-1.576, 2.606, 0.426], [-3.750, 1.594, -1.425], [-3.899, 3.642, 0.849], [-5.144, 3.443, -0.384], [-4.811, 2.133, 0.744], [-3.662, 3.900, -2.327], [-2.466, 4.342, -1.119], [-2.085, 2.338, -3.395], [-1.304, 3.908, -3.237], [0.184, 2.028, -2.574], [-0.090, 3.121, -1.215], [1.560, 0.727, -1.379], [3.402, -0.334, -2.654], [-1.179, -1.832, -3.472], [1.285, -2.709, 4.871], [3.503, -4.446, 2.764], [4.464, -3.225, 3.601], [3.717, -4.855, 5.052]],
  "e_homo_ev": -9.3,
  "mol_weight_g_mol": 399.4,
  "gap_ev": 9.18
}

***

Relative energies in kcal/mol: run P 30.0; run Q 0.0; run R 42.0